(1)
Computed, not measured: an isolated molecule of Br2FH2PSi, with ωB97M-V/def2-TZVPD.

As for the orbital gap: 10.39 eV. As for the spin multiplicity: 1. Its LUMO energy is -0.1 eV.

Geometry (Å):
1 F 1.03 -0.25 -1.84
2 Si 0.61 -0.02 -0.27
3 P -1.65 0.22 -0.33
4 Br 2.11 1.39 0.63
5 Br 1.24 -2.02 0.59
6 H -1.50 1.27 0.50
7 H -1.85 -0.60 0.72

=====

(2)
Computed, not measured: a structure of composition Br2FH2PSi, with ωB97M-V/def2-TZVPD.

As for the orbital gap: 7.53 eV. As for the spin multiplicity: 1. Its LUMO energy is -1.9 eV.

Geometry (Å):
1 F -1.50 -2.37 0.61
2 Si 0.08 1.77 0.34
3 P -0.96 -0.85 0.29
4 Br 2.07 1.57 1.59
5 Br 1.28 2.15 -1.58
6 H -1.40 -1.05 -1.09
7 H 0.43 -1.22 -0.17

=====

What should be chosen as the most stable of them? Choose (1).

=====

(1)
Computed, not measured: a cluster of 11 separate species, H23O11 in total, with ωB97M-V/def2-TZVPD.

The total charge is +1. As for the orbital gap: 10.68 eV. As for the spin multiplicity: 1. Its LUMO energy is -2.8 eV.

Geometry (Å):
1 O 2.83 -2.68 -1.97
2 H 2.87 -3.57 -1.57
3 H 3.64 -2.16 -1.99
4 O 0.20 -2.36 0.25
5 H -0.54 -3.01 0.18
6 H 0.04 -1.83 0.92
7 O -0.19 0.83 2.34
8 H 2.19 -0.24 -0.91
9 H -0.99 0.41 2.11
10 O -2.12 -3.44 0.41
11 H -2.35 -4.36 0.59
12 H -2.62 -3.42 -0.41
13 O -1.93 -0.08 -1.67
14 H -2.69 -0.21 -2.19
15 H -1.07 -0.03 -2.01
16 O 0.40 2.55 0.56
17 H 1.06 3.26 0.66
18 H -0.04 1.53 1.45
19 O -2.52 0.86 0.81
20 H -0.07 1.40 3.14
21 O 1.76 -0.26 2.95
22 H 2.67 0.14 2.99
23 H 2.25 -1.15 2.87
24 O 1.12 0.22 -3.02
25 H 1.25 -0.69 -3.18
26 H 1.97 0.70 -3.37
27 O 2.22 0.46 0.03
28 H -2.38 4.08 -1.32
29 H 1.78 -0.32 0.57
30 O -1.83 4.11 -0.50
31 H 0.02 2.79 -0.24
32 H -0.97 4.18 -0.74
33 H -3.17 0.28 1.15
34 H -2.35 0.50 -0.15

=====

(2)
Computed, not measured: a structure of composition H23O11, with ωB97M-V/def2-TZVPD.

The total charge is +1. As for the orbital gap: 11.06 eV. As for the spin multiplicity: 1. Its LUMO energy is -3.0 eV.

Geometry (Å):
1 O -2.72 -0.26 0.96
2 H -2.19 -1.03 1.44
3 H -3.16 0.44 1.43
4 O 0.85 0.70 -3.51
5 H 1.26 1.03 -2.75
6 H 0.35 1.53 -3.80
7 O -1.06 -1.47 2.92
8 H -0.64 -2.12 3.43
9 H -0.81 -0.49 3.23
10 O -1.75 2.42 1.26
11 H -0.88 2.06 1.54
12 H -1.43 3.37 1.05
13 O -0.52 -1.29 -1.56
14 H -0.20 -1.65 -2.40
15 H 0.39 -1.60 -1.06
16 O 0.64 -0.70 0.81
17 H 1.50 -1.30 0.65
18 H 0.19 -0.81 1.68
19 O -1.05 0.87 -0.61
20 H -1.57 0.43 0.18
21 O -0.10 1.22 3.25
22 H 0.03 1.86 3.92
23 H 0.82 1.00 2.95
24 O -0.45 -1.73 -4.08
25 H 0.02 -2.49 -4.32
26 H -0.24 -0.87 -4.34
27 O 1.30 2.00 -0.85
28 H 2.14 2.28 -1.11
29 H 1.45 0.98 -0.85
30 O 3.11 -1.97 0.82
31 H 3.27 -1.13 1.08
32 H 4.04 -2.39 0.72
33 H -1.88 1.24 -1.02
34 H -0.71 -0.11 -1.07

=====

(3)
Computed, not measured: a cluster of 11 separate species, H23O11 in total, with ωB97M-V/def2-TZVPD.

The total charge is +1. As for the orbital gap: 9.34 eV. As for the spin multiplicity: 1. Its LUMO energy is -3.5 eV.

Geometry (Å):
1 O 0.20 -0.13 -0.19
2 H -0.63 0.19 0.20
3 H -0.04 -0.31 -1.08
4 H 0.84 0.59 -0.14
5 O 0.40 1.48 2.41
6 H 0.91 2.26 2.20
7 H 1.04 0.76 2.31
8 O 2.26 1.82 -0.94
9 H 2.68 1.22 -1.57
10 H 2.96 2.05 -0.34
11 O 1.36 -2.38 -1.48
12 H 1.53 -2.93 -2.23
13 H 1.99 -2.73 -0.94
14 O -0.62 2.83 -0.28
15 H -0.57 3.64 0.18
16 H -0.94 3.08 -1.15
17 O 0.50 0.02 -2.97
18 H 0.14 -0.82 -3.28
19 H 1.40 -0.22 -2.79
20 O -2.25 2.38 2.52
21 H -1.56 3.00 2.41
22 H -2.16 1.65 1.93
23 O -1.09 -2.76 0.24
24 H -1.04 -3.26 1.05
25 H -0.31 -3.20 -0.10
26 O -1.74 -1.56 -2.20
27 H -1.98 -0.68 -1.99
28 H -1.62 -2.03 -1.36
29 O -2.59 0.03 0.96
30 H -2.21 -0.74 1.42
31 H -3.47 -0.24 0.66
32 O 1.91 -0.79 2.12
33 H 2.71 -0.48 2.46
34 H 2.01 -1.75 1.94

=====

What should be chosen as the most stable of them? Choose (3).

=====

(1)
Computed, not measured: an isolated molecule of C8H12OS2, with ωB97M-V/def2-TZVPD.

As for the orbital gap: 7.81 eV. As for the spin multiplicity: 1. Its LUMO energy is 0.6 eV.

Geometry (Å):
1 C 0.75 -2.15 -0.29
2 C 0.53 -0.72 -0.03
3 C -0.79 -0.28 -0.03
4 S -1.33 1.42 -0.09
5 C -3.12 1.17 -0.30
6 C -3.46 -0.12 0.44
7 S -2.19 -1.35 -0.16
8 C 1.81 0.06 -0.08
9 C 1.73 1.53 0.24
10 C 3.08 -0.50 -0.27
11 O 4.22 0.24 -0.28
12 H 1.68 -2.36 0.19
13 H 0.72 -2.41 -1.28
14 H -0.01 -2.94 0.07
15 H -3.49 1.24 -1.37
16 H -3.74 1.96 0.08
17 H -3.48 0.15 1.58
18 H -4.52 -0.58 0.13
19 H 0.81 1.69 0.56
20 H 1.92 2.03 -0.76
21 H 2.51 1.89 1.03
22 H 3.16 -1.61 -0.45
23 H 4.17 1.15 0.09

=====

(2)
Computed, not measured: a cluster of 2 separate species, C8H12OS2 in total, with ωB97M-V/def2-TZVPD.

As for the orbital gap: 8.24 eV. As for the spin multiplicity: 1. Its LUMO energy is -0.3 eV.

Geometry (Å):
1 C -0.23 1.15 1.79
2 C 0.96 0.72 1.05
3 C 1.74 1.20 0.09
4 C 1.54 2.52 -0.59
5 C 3.00 0.42 -0.35
6 O 3.10 0.40 -1.75
7 C 3.10 -0.98 0.28
8 S 4.14 -2.16 -0.04
9 S 1.73 -0.96 1.46
10 H -1.04 0.43 1.65
11 H -0.55 2.13 1.45
12 H -0.01 1.20 2.86
13 H 1.93 2.46 -1.61
14 H 2.06 3.31 -0.06
15 H 0.48 2.77 -0.63
16 H 3.86 0.98 0.07
17 H 3.76 -0.27 -1.99
18 C -3.38 -3.16 -0.11
19 C -2.24 -3.25 -0.78
20 H -4.15 -2.45 -0.38
21 H -3.59 -3.79 0.73
22 H -1.48 -3.96 -0.51
23 H -2.02 -2.62 -1.63

=====

What should be chosen as the most stable of them? Choose (2).

=====

(1)
Computed, not measured: an isolated molecule of C9H10N2O3, with ωB97M-V/def2-TZVPD.

As for the orbital gap: 8.79 eV. As for the spin multiplicity: 1. Its LUMO energy is 0.2 eV.

Geometry (Å):
1 C -3.70 -0.69 -0.06
2 C -2.23 -0.46 -0.14
3 C -1.17 -0.83 0.75
4 C -0.07 -0.17 0.28
5 N -0.36 0.56 -0.80
6 C -1.72 0.44 -1.00
7 C 0.62 1.22 -1.47
8 C 1.94 1.06 -1.20
9 C 2.45 -0.04 -0.22
10 O 2.76 -1.26 -0.90
11 C 1.42 -0.28 0.92
12 N 1.57 0.71 1.99
13 O 1.92 0.21 3.02
14 O 1.33 1.90 1.83
15 H -3.92 0.22 0.51
16 H -4.11 -0.77 -1.12
17 H -3.78 -1.64 0.52
18 H -1.10 -1.42 1.65
19 H -2.18 0.94 -1.75
20 H 0.23 1.75 -2.29
21 H 2.74 1.62 -1.74
22 H 3.46 0.26 0.18
23 H 2.45 -1.99 -0.26
24 H 1.45 -1.32 1.32

=====

(2)
Computed, not measured: an isolated molecule of C9H10N2O3, with ωB97M-V/def2-TZVPD.

As for the orbital gap (alpha / beta): 6.46 / 6.45 eV. As for the spin multiplicity: 1. Its LUMO energy (alpha / beta) is -0.7 / -0.7 eV.

Geometry (Å):
1 C 0.20 -1.95 1.93
2 C 0.95 -1.85 0.67
3 C 1.80 -3.04 0.11
4 O 2.54 -2.73 -1.03
5 N 0.99 -0.74 -0.07
6 C 0.18 0.29 -0.46
7 C 0.77 1.19 -1.35
8 C 0.30 2.50 -1.48
9 C -0.97 2.80 -0.95
10 C -1.70 1.84 -0.24
11 N -3.02 2.21 0.32
12 O -3.52 3.27 -0.10
13 O -3.66 1.47 1.06
14 C -1.05 0.63 0.18
15 H 0.54 -1.13 2.53
16 H -0.85 -1.82 1.85
17 H 0.36 -2.85 2.48
18 H 1.77 -4.00 0.52
19 H 3.37 -3.17 -1.14
20 H 1.73 -0.76 -0.77
21 H 1.80 0.83 -1.70
22 H 0.73 3.14 -2.22
23 H -1.57 3.76 -0.95
24 H -1.67 0.10 0.81

=====

What should be chosen as the most stable of them? Choose (1).

=====

(1)
Computed, not measured: an isolated molecule of CH5NO2S, with ωB97M-V/def2-TZVPD.

As for the orbital gap: 10.46 eV. As for the spin multiplicity: 1. Its LUMO energy is 0.5 eV.

Geometry (Å):
1 C -1.37 0.60 -0.12
2 O -0.09 0.97 0.01
3 S 1.14 -0.09 0.32
4 N 0.91 -1.59 -0.30
5 O 2.42 0.54 0.01
6 H -1.88 0.25 0.83
7 H -1.63 -0.19 -0.76
8 H -1.90 1.47 -0.61
9 H 0.81 -0.30 1.64
10 H 1.59 -1.67 -1.00

=====

(2)
Computed, not measured: an isolated molecule of CH5NO2S, with ωB97M-V/def2-TZVPD.

As for the orbital gap: 9.00 eV. As for the spin multiplicity: 1. Its LUMO energy is 0.6 eV.

Geometry (Å):
1 C -1.52 0.15 -0.25
2 S 0.08 -0.58 0.27
3 O 0.39 -1.97 -0.06
4 N 1.07 0.61 -0.17
5 O 2.47 0.35 -0.19
6 H -1.29 1.13 -0.06
7 H -1.70 0.02 -1.33
8 H -2.24 -0.44 0.19
9 H -0.02 -0.57 1.79
10 H 2.75 1.30 -0.18

=====

What should be chosen as the most stable of them? Choose (1).

=====

(1)
Computed, not measured: an isolated molecule of CH5NO2S, with ωB97M-V/def2-TZVPD.

As for the orbital gap: 11.00 eV. As for the spin multiplicity: 1. Its LUMO energy is 0.6 eV.

Geometry (Å):
1 C 1.27 -0.08 0.01
2 N 0.02 0.68 -0.15
3 S -1.44 -0.14 0.19
4 O -2.42 0.90 0.01
5 O -1.44 -1.48 -0.41
6 H 2.09 0.52 -0.47
7 H 1.42 -0.25 1.00
8 H 1.46 -1.05 -0.70
9 H 0.14 1.08 -1.08
10 H -1.11 -0.17 1.62

=====

(2)
Computed, not measured: a cluster of 2 separate species, CH5NO2S in total, with ωB97M-V/def2-TZVPD.

As for the orbital gap (alpha / beta): 7.62 / 8.38 eV. As for the spin multiplicity: 1. Its LUMO energy (alpha / beta) is 0.2 / 0.2 eV.

Geometry (Å):
1 C 2.20 0.23 -1.73
2 N 0.98 -0.18 0.69
3 O -1.30 -0.54 1.80
4 O 2.13 -0.50 1.24
5 S 0.76 0.21 -0.95
6 H 2.26 0.91 -2.59
7 H 3.08 0.00 -1.05
8 H -1.11 -1.45 2.15
9 H 0.10 -0.23 1.21
10 H -0.87 -0.04 2.57

=====

(3)
Computed, not measured: a structure of composition CH5NO2S, with ωB97M-V/def2-TZVPD.

As for the orbital gap: 10.34 eV. As for the spin multiplicity: 1. Its LUMO energy is 0.1 eV.

Geometry (Å):
1 C 0.96 0.64 -1.04
2 N 1.16 0.55 0.19
3 O 0.31 1.00 2.76
4 O -0.92 2.24 1.07
5 S -0.58 0.95 1.62
6 H -3.05 1.14 -0.01
7 H -0.03 0.61 -1.47
8 H 1.66 0.74 -1.92
9 H 2.03 0.75 0.64
10 H -2.32 1.52 0.13

=====

(4)
Computed, not measured: a cluster of 2 separate species, CH5NO2S in total, with ωB97M-V/def2-TZVPD.

As for the orbital gap (alpha / beta): 8.05 / 9.52 eV. As for the spin multiplicity: 1. Its LUMO energy (alpha / beta) is -0.5 / -0.6 eV.

Geometry (Å):
1 C 1.48 0.85 0.33
2 N -2.12 -1.23 0.47
3 O -1.01 -0.08 -2.28
4 O 0.77 0.08 -0.63
5 S -0.79 0.44 -0.97
6 H 1.40 1.91 0.10
7 H 2.52 0.54 0.26
8 H 1.10 0.66 1.34
9 H -1.61 -1.11 1.34
10 H -1.75 -2.08 0.05

=====

What should be chosen as the most stable of them? Choose (1).

=====

(1)
Computed, not measured: a cluster of 2 separate species, CH5NO2S in total, with ωB97M-V/def2-TZVPD.

As for the orbital gap: 9.49 eV. As for the spin multiplicity: 1. Its LUMO energy is 0.3 eV.

Geometry (Å):
1 C -1.84 1.17 1.58
2 N -1.11 0.60 0.76
3 O 0.82 -1.01 -0.04
4 O 2.06 -1.38 -2.24
5 S 1.00 -0.35 -1.33
6 H 1.56 -2.23 -2.53
7 H -1.66 1.21 2.68
8 H -2.83 1.49 1.20
9 H -0.20 0.20 0.90
10 H 2.21 0.30 -0.98

=====

(2)
Computed, not measured: an isolated molecule of CH5NO2S, with ωB97M-V/def2-TZVPD.

As for the orbital gap: 10.21 eV. As for the spin multiplicity: 1. Its LUMO energy is 0.5 eV.

Geometry (Å):
1 C 0.37 0.02 -0.43
2 N 1.42 -1.31 -0.03
3 O -1.38 1.60 0.78
4 O -2.18 -0.58 -0.24
5 S -1.20 -0.05 0.68
6 H 0.11 0.06 -1.50
7 H 0.88 1.00 -0.37
8 H 2.12 -0.84 0.63
9 H -1.08 2.13 0.06
10 H 0.94 -2.03 0.41

=====

What should be chosen as the most stable of them? Choose (2).

=====

(1)
Computed, not measured: an isolated molecule of C7H17NO, with ωB97M-V/def2-TZVPD.

As for the orbital gap: 10.05 eV. As for the spin multiplicity: 1. Its LUMO energy is 0.9 eV.

Geometry (Å):
1 C -1.00 -2.82 0.12
2 O -0.88 -1.54 -0.46
3 C -0.64 -0.44 0.41
4 C 0.64 -0.63 1.24
5 C -1.83 -0.22 1.37
6 C -0.55 0.77 -0.53
7 C 0.59 0.75 -1.55
8 C 1.90 1.41 -1.08
9 N 1.80 2.80 -0.67
10 H -1.84 -2.89 0.81
11 H -1.18 -3.50 -0.72
12 H -0.08 -3.13 0.63
13 H 0.94 0.31 1.68
14 H 0.47 -1.34 2.04
15 H 1.44 -1.00 0.60
16 H -1.91 -1.02 2.09
17 H -1.69 0.71 1.91
18 H -2.76 -0.16 0.80
19 H -1.50 0.80 -1.08
20 H -0.50 1.68 0.08
21 H 0.79 -0.28 -1.83
22 H 0.26 1.28 -2.45
23 H 2.62 1.36 -1.90
24 H 2.33 0.86 -0.23
25 H 1.20 2.89 0.14
26 H 1.39 3.35 -1.42

=====

(2)
Computed, not measured: a cluster of 2 separate species, C7H17NO in total, with ωB97M-V/def2-TZVPD.

As for the orbital gap: 9.85 eV. As for the spin multiplicity: 1. Its LUMO energy is 0.8 eV.

Geometry (Å):
1 C 0.40 1.73 1.51
2 C 0.72 2.09 0.03
3 N 0.69 1.01 -0.93
4 C 1.36 1.38 -2.26
5 C -0.25 -0.04 -0.93
6 C 0.25 -1.33 -1.53
7 O -1.36 -0.02 -0.45
8 H 0.34 0.78 1.74
9 H -0.48 2.11 1.94
10 H 1.26 1.99 2.01
11 H 0.11 2.84 -0.42
12 H 1.78 2.42 0.06
13 H 2.51 1.48 -2.08
14 H 1.39 0.68 -3.13
15 H 0.73 1.99 -2.87
16 H 0.49 -1.34 -2.60
17 H 1.11 -1.75 -0.84
18 H -0.42 -2.23 -1.81
19 C -1.67 -2.21 1.69
20 C -0.28 -2.19 2.38
21 H -1.67 -1.47 0.94
22 H -1.89 -3.04 1.17
23 H -2.42 -1.80 2.40
24 H 0.05 -3.00 2.98
25 H -0.50 -1.58 3.33
26 H 0.52 -1.55 1.90

=====

(3)
Computed, not measured: a cluster of 2 separate species, C7H17NO in total, with ωB97M-V/def2-TZVPD.

As for the orbital gap: 9.75 eV. As for the spin multiplicity: 1. Its LUMO energy is 0.9 eV.

Geometry (Å):
1 C 0.20 0.85 2.25
2 C -0.46 0.21 0.93
3 N -1.00 0.74 -0.20
4 C -2.36 1.68 0.08
5 C -0.88 0.72 -1.62
6 C -0.19 -0.36 -2.41
7 O -1.70 1.38 -2.20
8 H 0.44 0.30 3.21
9 H -0.54 1.70 2.70
10 H 1.16 1.04 2.16
11 H 0.44 -0.39 0.50
12 H -1.18 -0.54 1.38
13 H -2.75 0.86 0.88
14 H -2.21 2.67 0.34
15 H -3.20 2.15 -0.67
16 H -0.86 -1.21 -2.12
17 H -0.39 -0.20 -3.43
18 H 0.82 -0.70 -2.19
19 C 2.63 -2.21 0.40
20 C 3.07 -2.32 1.91
21 H 3.05 -2.91 -0.28
22 H 1.49 -2.38 0.44
23 H 2.71 -1.19 0.00
24 H 4.06 -1.89 1.97
25 H 3.02 -3.35 2.34
26 H 2.49 -1.60 2.50

=====

What should be chosen as the most stable of them? Choose (1).